Entry 1:
# C22H21B11Br6N2O10S4Zn

C22H21B11Br6N2O10S4Zn as an isolated structure (ωB97M-V with the def2-TZVPD basis set, OMol25).

Geometry (Å):
1 Zn -0.2225 1.2842 1.8775
2 Br 1.6949 -1.7272 2.3420
3 B 0.3970 -3.1017 1.8540
4 B 0.4829 -4.7322 2.5424
5 C -1.1400 -5.2256 2.6432
6 B -0.7994 -3.6211 3.0561
7 B -2.2937 -4.0652 2.2016
8 B -1.9355 -5.4595 1.1623
9 B -0.2173 -5.8723 1.3756
10 B 0.7657 -4.5067 0.8100
11 Br 2.5259 -4.7249 0.0077
12 B -0.7447 -4.9701 -0.0484
13 Br -0.7200 -5.7441 -1.8318
14 B -2.0302 -3.8338 0.4677
15 Br -3.4711 -3.2551 -0.7266
16 B -1.3184 -2.7093 1.6456
17 Br -2.0030 -0.8694 1.8455
18 B -0.3618 -3.2545 0.2418
19 Br 0.0890 -2.1714 -1.3276
20 H 1.2841 -5.1000 3.3239
21 H -1.3990 -5.8921 3.4510
22 H -0.8477 -3.2387 4.1696
23 H -3.3328 -3.9814 2.7521
24 H -2.7378 -6.3117 1.0257
25 H 0.1172 -7.0019 1.3838
26 C 0.4891 3.9347 4.4456
27 S 1.0666 2.3626 3.8905
28 O -0.1412 1.4676 3.8862
29 O 2.1321 1.9564 4.7493
30 O 1.4031 2.5142 2.4464
31 H 0.1729 3.8272 5.4802
32 H -0.3385 4.2462 3.8143
33 H 1.3193 4.6336 4.3735
34 O -1.5421 2.0626 0.7635
35 C -1.4448 2.7650 -0.3902
36 C -0.4622 3.9227 -0.3354
37 C 0.5980 4.2798 -1.1191
38 C 1.2660 5.4463 -0.6528
39 C 0.7033 5.9407 0.4797
40 S -0.6349 5.0105 0.9873
41 C -1.0503 1.7575 -1.5729
42 C -1.8660 0.4936 -1.4835
43 C -2.5820 0.1813 -2.5779
44 C -2.4646 1.1731 -3.5853
45 S -1.4949 2.4527 -3.2317
46 C -2.8435 3.2560 -0.7621
47 C -4.0019 2.5724 -0.5341
48 C -5.1433 3.2473 -1.0406
49 C -4.8250 4.4377 -1.6249
50 S -3.1517 4.7581 -1.5500
51 H 0.9142 3.7487 -2.0049
52 H 2.1278 5.8821 -1.1356
53 H 1.0085 6.8043 1.0480
54 H -1.8348 -0.0807 -0.5675
55 H -3.1852 -0.7095 -2.6761
56 H -2.9817 1.1509 -4.5368
57 H -4.0254 1.6361 0.0066
58 H -6.1550 2.8795 -0.9524
59 H -5.4957 5.1610 -2.0602
60 O 0.3401 1.4377 -1.7876
61 C 1.1427 0.8189 -0.9055
62 O 0.9100 0.6510 0.2628
63 C 2.3865 0.3278 -1.5477
64 C 3.2921 -0.3569 -0.7432
65 C 4.3917 -0.9330 -1.3409
66 C 4.6341 -0.8548 -2.6986
67 C 3.7216 -0.1492 -3.4580
68 C 2.5973 0.4394 -2.9147
69 N 3.9421 -0.0350 -4.9140
70 O 4.9475 -0.5343 -5.3650
71 O 3.1036 0.5643 -5.5567
72 N 5.3478 -1.6835 -0.4953
73 O 5.1989 -1.6100 0.7016
74 O 6.2049 -2.3193 -1.0710
75 H 3.1218 -0.4724 0.3185
76 H 5.4955 -1.3289 -3.1437
77 H 1.9037 0.9515 -3.5627

As for the largest force on an atom: 0.28 eV Å⁻¹. The energy comes out at -20802.67348 a.u. Its charge is 0.

Löwdin atomic charge list, values in e, 4 entries: 0.6227, 0.9476, -0.8599, -0.2516


Entry 2:
# C6H7I

One molecule with the formula C6H7I at a distorted geometry (ωB97M-V with the def2-TZVPD basis set, OMol25).

Geometry (Å):
1 C -0.1573 0.7202 0.5970
2 C 0.3609 1.7746 -0.1272
3 C -0.2252 -0.6589 0.1623
4 C 0.9024 1.6482 -1.3785
5 C 0.6133 -1.0890 -0.7818
6 C -1.3567 -1.4297 0.8166
7 I 2.8080 2.4098 -1.5530
8 H -0.6857 0.9364 1.5393
9 H 0.5027 2.7768 0.2455
10 H 1.4771 -0.4727 -1.1489
11 H 0.6540 -2.0348 -1.2636
12 H -2.0341 -0.6214 1.0926
13 H -1.0185 -1.8676 1.7575
14 H -1.8410 -2.0920 0.0422

As for the largest force on an atom: 2.19 eV Å⁻¹. The energy above the lowest of the compared OMol25 structures with the same formula, charge and spin comes out at 313.6 kJ/mol. Its charge is 0.

Löwdin atomic charge list, values in e, 4 entries: -0.0790, -0.3472, -0.3654, -0.5754


Entry 3:
# C7H16ClP

One molecule with the formula C7H16ClP at a distorted geometry (ωB97M-V with the def2-TZVPD basis set, OMol25).

Geometry (Å):
1 C 2.3575 -0.2597 -0.6989
2 C -2.0756 -0.7914 -1.0830
3 C 0.8293 -2.1134 1.6109
4 C -0.1922 2.7124 -0.8538
5 C -0.5788 -0.8614 -1.1957
6 C 0.4474 -0.6544 1.6791
7 C -0.3677 1.7201 0.3452
8 P 0.5406 0.0990 0.0128
9 Cl 3.3361 0.7920 0.3325
10 H 2.2871 0.3599 -1.6589
11 H -2.5923 -0.1830 -1.7949
12 H -2.5271 -1.7682 -1.3417
13 H -2.3890 -0.4339 -0.0268
14 H 1.8987 -2.2986 1.1536
15 H 0.6545 -2.6682 2.6285
16 H 0.1444 -2.6660 0.9311
17 H -0.4288 1.9910 -1.5544
18 H -0.8547 3.5804 -0.8834
19 H 0.8406 2.9631 -0.7025
20 H -0.3072 -0.6642 -2.2837
21 H -0.2365 -1.9279 -1.0137
22 H 1.1130 -0.1324 2.4391
23 H -0.4980 -0.4789 2.2288
24 H -1.4014 1.5872 0.4672
25 H -0.0002 2.0966 1.2624

The SMILES is CCP(=CCl)(CC)CC. As for the largest force on an atom: 3.62 eV Å⁻¹. The energy above the lowest of the compared OMol25 structures with the same formula, charge and spin comes out at 29.9 kJ/mol. Its charge is 0.

Löwdin atomic charge list, values in e, 4 entries: -0.7333, -0.1738, -0.1978, -0.1061